Record 1
This record from the OMol25 dataset describes one molecule with the formula C10H15B. The level of theory is ωB97M-V/def2-TZVPD.

Geometry (Å):
B (-0.44, 0.25, 0.56)
C (1.10, 0.38, -3.75)
C (1.04, -0.82, -3.09)
C (0.47, 1.47, -3.16)
C (0.53, -0.93, -1.75)
C (-0.06, 1.30, -1.86)
C (-0.03, 0.13, -1.13)
C (0.91, -1.17, 2.39)
C (-0.56, 1.86, 0.83)
C (-1.73, -1.41, 2.46)
C (-0.49, -0.46, 2.26)
H (1.38, 0.39, -4.79)
H (1.55, -1.63, -3.52)
H (0.48, 2.46, -3.61)
H (0.70, -1.85, -1.32)
H (-0.36, 2.13, -1.37)
H (1.22, -1.65, 1.51)
H (0.95, -1.90, 3.16)
H (1.64, -0.41, 2.66)
H (-1.00, 2.10, 1.81)
H (-1.19, 2.41, 0.13)
H (0.40, 2.41, 0.86)
H (-1.88, -2.18, 1.63)
H (-1.49, -2.21, 3.23)
H (-2.59, -0.99, 2.89)
H (-0.56, 0.33, 2.97)

Properties
- Maximum force: 4.4 eV/A
- Lowest unoccupied orbital energy: 0.331 eV
- Structure (SMILES): CB(c1ccccc1)C(C)C
- Relative energy (zero: lowest compared OMol25 entry of this formula, charge and spin): 50.9 kJ/mol
- Frontier orbital gap: 9.43 eV



Record 2
This record from the OMol25 dataset describes C10H15B as an isolated structure. The level of theory is ωB97M-V/def2-TZVPD.

Geometry (Å):
B (0.54, -0.30, 1.04)
C (-3.51, 0.25, -0.37)
C (-2.95, -1.03, -0.30)
C (-2.80, 1.37, 0.09)
C (-1.61, -1.18, 0.08)
C (-1.55, 1.18, 0.60)
C (-0.89, -0.06, 0.50)
C (1.67, 1.48, -0.19)
C (3.00, -0.60, 0.47)
C (1.30, -0.97, -1.22)
C (1.62, -0.16, 0.00)
H (0.43, -0.17, 2.54)
H (-4.59, 0.37, -0.58)
H (-3.67, -1.87, -0.53)
H (-3.28, 2.45, 0.20)
H (-1.34, -2.24, -0.08)
H (-0.92, 1.97, 1.08)
H (2.45, 1.78, -0.87)
H (1.70, 1.75, 0.84)
H (0.70, 1.85, -0.45)
H (3.86, -0.29, -0.15)
H (3.17, -1.67, 0.41)
H (2.98, -0.27, 1.56)
H (1.96, -0.76, -2.15)
H (1.40, -2.05, -0.98)
H (0.33, -0.82, -1.55)

Properties
- Maximum force: 4.4 eV/A
- Lowest unoccupied orbital energy: 0.403 eV
- Relative energy (zero: lowest compared OMol25 entry of this formula, charge and spin): 79.0 kJ/mol
- Frontier orbital gap: 9.31 eV



Record 3
This record from the OMol25 dataset describes C10H15BClCoMnO2 as an isolated structure. The level of theory is ωB97M-V/def2-TZVPD.

Geometry (Å):
Mn (1.13, -1.02, -1.07)
Cl (3.11, -0.78, -2.42)
C (1.11, -0.78, 1.54)
H (0.56, -0.57, 2.44)
H (1.04, 0.15, 0.85)
H (2.14, -0.94, 1.81)
Co (-0.27, 2.60, -0.98)
C (-1.05, 2.21, -2.81)
C (1.31, 3.83, -0.86)
C (-1.48, 3.09, 0.09)
H (1.08, 4.35, 0.10)
H (2.40, 3.50, -0.84)
H (1.19, 4.53, -1.73)
H (-2.16, 2.05, -2.75)
H (-0.84, 3.19, -3.31)
H (-0.59, 1.38, -3.44)
H (-1.25, 2.87, 1.15)
H (-2.45, 2.53, -0.15)
O (-0.93, -2.44, 1.24)
B (0.42, -2.10, 0.96)
O (1.12, -3.11, 0.26)
C (0.22, -4.16, 0.24)
C (0.56, -5.49, 0.21)
C (-0.38, -6.43, 0.65)
C (-1.59, -6.02, 1.17)
C (-1.94, -4.66, 1.29)
C (-1.02, -3.74, 0.81)
H (1.58, -5.77, -0.11)
H (-0.13, -7.50, 0.57)
H (-2.31, -6.78, 1.55)
H (-2.85, -4.33, 1.76)

Properties
- Maximum force: 5.6 eV/A
- Lowest unoccupied orbital energy (spin up / spin down): 1.899 / 1.932 eV
- Total charge: -1
- 2S+1: 9
- Frontier orbital gap (spin up / spin down): 4.52 / 5.76 eV



Record 4
This record from the OMol25 dataset describes a 3-piece molecular cluster, C10H15BIN2O overall. The level of theory is ωB97M-V/def2-TZVPD.

Geometry (Å):
B (-1.95, -0.84, 1.14)
C (-0.42, -1.59, 0.98)
C (0.63, -0.61, 1.21)
O (1.18, -0.21, 2.17)
I (1.22, 0.37, -0.73)
H (-1.85, 0.19, 1.78)
H (-2.39, -0.62, 0.02)
H (-2.67, -1.66, 1.71)
H (-0.33, -2.03, -0.01)
H (-0.30, -2.36, 1.75)
N (4.53, 4.13, 1.20)
C (4.43, 4.45, 2.53)
C (3.83, 3.40, 3.17)
C (3.56, 2.40, 2.19)
C (4.00, 2.88, 0.99)
H (4.92, 4.72, 0.49)
H (4.79, 5.40, 2.90)
H (3.61, 3.35, 4.22)
H (3.07, 1.45, 2.35)
H (3.96, 2.45, 0.01)
N (-2.79, -2.94, -2.13)
C (-2.24, -2.44, -3.28)
C (-3.27, -2.06, -4.10)
C (-4.49, -2.34, -3.42)
C (-4.15, -2.87, -2.20)
H (-2.27, -3.26, -1.33)
H (-1.18, -2.39, -3.41)
H (-3.16, -1.62, -5.08)
H (-5.49, -2.15, -3.77)
H (-4.76, -3.20, -1.38)

Properties
- Maximum force: 0.5 eV/A
- Lowest unoccupied orbital energy: 2.750 eV
- Total charge: -1
- Frontier orbital gap: 8.34 eV



Record 5
This record from the OMol25 dataset describes one molecule with the formula C10H15BO2. The level of theory is ωB97M-V/def2-TZVPD.

Geometry (Å):
B (-1.71, 1.61, -0.27)
C (3.45, 0.63, 0.43)
C (2.43, 0.94, 1.25)
C (3.16, 0.27, -0.85)
C (1.11, 0.86, 0.84)
C (1.89, 0.03, -1.25)
C (0.82, 0.26, -0.45)
C (-0.97, -2.39, -0.84)
C (-1.42, -1.13, 1.28)
C (-0.60, 0.11, -0.81)
C (-1.50, -1.11, -0.28)
O (-3.04, 1.26, -0.04)
O (-1.23, 2.85, -0.07)
H (4.43, 0.74, 0.76)
H (2.67, 1.41, 2.13)
H (3.98, 0.06, -1.55)
H (0.39, 1.00, 1.58)
H (1.74, -0.23, -2.26)
H (-0.04, -2.51, -0.43)
H (-1.47, -3.13, -0.32)
H (-0.98, -2.63, -1.89)
H (-0.43, -1.09, 1.64)
H (-1.93, -2.00, 1.49)
H (-2.06, -0.35, 1.58)
H (-0.70, 0.03, -1.93)
H (-2.41, -0.79, -0.60)
H (-3.56, 1.91, 0.46)
H (-2.00, 3.36, 0.39)

Properties
- Maximum force: 5.3 eV/A
- Lowest unoccupied orbital energy: 0.046 eV
- Structure (SMILES): CC(C)[C@@H](B(O)O)c1ccccc1
- Relative energy (zero: lowest compared OMol25 entry of this formula, charge and spin): 0.0 kJ/mol
- Frontier orbital gap: 8.46 eV



Record 6
This record from the OMol25 dataset describes C10H15Br2IN2O4PYb as an isolated structure. The level of theory is ωB97M-V/def2-TZVPD.

Geometry (Å):
C (-2.79, 0.57, -0.61)
C (-2.58, -0.68, 0.13)
Br (-4.47, -1.48, 0.56)
C (-1.51, -1.30, 0.54)
Br (-1.72, -2.85, 1.58)
P (0.47, -0.67, 0.19)
O (0.81, -1.27, 1.74)
C (0.01, 1.02, 1.01)
C (0.98, 1.59, 1.96)
N (0.67, 1.69, 3.19)
C (0.08, -0.14, -1.58)
C (0.40, 1.29, -1.99)
O (1.03, 1.30, -3.27)
C (2.34, -0.33, -0.12)
C (3.27, -0.98, 0.83)
O (3.62, -2.11, 0.75)
I (4.20, 0.20, 2.41)
N (0.71, -2.40, -0.44)
C (-0.12, -2.99, -1.07)
O (-0.91, -3.59, -1.67)
H (-3.22, 0.37, -1.59)
H (-3.50, 1.24, -0.10)
H (-1.90, 1.17, -0.75)
H (0.24, -0.92, 2.43)
H (-0.86, 0.82, 1.64)
H (-0.29, 1.81, 0.33)
H (1.94, 1.94, 1.59)
H (1.45, 2.09, 3.72)
H (0.75, -0.72, -2.20)
H (-0.89, -0.42, -1.95)
H (-0.50, 1.89, -2.09)
H (1.03, 1.81, -1.27)
H (1.89, 1.70, -3.20)
H (2.56, -0.83, -1.05)
H (2.56, 0.72, -0.28)
Yb (-5.74, 0.44, 0.66)

Properties
- Maximum force: 5.4 eV/A
- Lowest unoccupied orbital energy: -6.677 eV
- Total charge: +1
- Frontier orbital gap: 3.97 eV